(1)
ORCA calculation (the ωB97M-V functional and the def2-TZVPD basis) on a 14-piece molecular cluster, C4H34NO13 overall in a non-equilibrium geometry.

The energy above the lowest of the compared OMol25 structures with the same formula, charge and spin is 706.9 kJ/mol. As for the net charge: +1. The electronic energy is -32795.32090 eV. As for the HOMO-LUMO gap: 8.757 eV. The value obtained for the largest force on an atom is 10.10 eV/Å. As for the HOMO energy: -12.3 eV. The value obtained for the lowest unoccupied orbital energy is -0.1298 Eh.

Geometry (Å):
H: -3.39419 0.29202 2.98611
O: 2.20066 1.60745 -1.52507
O: 1.29004 3.35329 1.06865
C: -0.42681 1.69002 -3.19310
H: 3.12977 -0.02810 0.95778
O: -2.01438 -0.88497 -0.23379
H: 0.96854 -1.01187 -4.25018
O: -1.16110 -1.72379 3.80140
H: 1.45344 3.67023 1.95430
H: -2.32509 3.83688 1.24277
H: 2.96440 -1.13082 -0.20126
H: 1.60995 -1.76656 -1.88490
H: -2.33685 -0.43193 0.57100
O: 0.86828 -0.46348 -3.59141
C: -0.97121 2.46253 -1.08450
H: 0.21837 -2.50819 -1.37485
H: -2.04255 -2.44684 -1.45778
H: 0.99869 -0.50636 0.33969
H: -0.60630 3.90678 1.30837
C: -1.25150 2.26188 0.25441
H: 2.42512 1.10837 -0.61140
H: 3.88948 -3.50082 0.13238
O: 1.22936 -2.22782 -1.16567
H: -0.11716 2.86402 -3.52818
H: -2.35453 -3.89718 0.73669
O: 3.98950 -2.53579 -0.21171
O: -1.72727 -1.94147 -2.32138
H: -1.44278 -2.66776 0.65529
H: -2.02999 0.59298 2.97897
H: -0.28951 0.99171 -3.99038
H: -1.76584 2.80744 2.19068
H: -1.06292 -0.78370 -0.19259
H: -1.06446 0.50151 -1.75949
H: -1.56008 -2.73031 -2.97716
H: 1.25930 0.21429 2.83431
H: -1.29098 -2.40703 4.47845
O: -1.69094 -3.47682 0.17414
H: 0.19550 -0.52870 3.69060
H: -1.76893 1.33138 0.34138
H: 1.65212 0.01553 -3.15087
O: 0.83993 0.22197 3.67011
H: 0.14580 -1.74426 0.21729
H: -1.83366 -1.95047 3.19675
H: 2.95682 1.68534 -2.05594
O: 0.31070 -0.98274 0.85771
N: -0.75904 1.40023 -1.98860
C: -1.50061 3.33309 1.30610
H: 3.49626 -2.49589 -0.93880
O: -2.76346 0.14535 2.45130
O: 2.56139 -0.20910 0.24226
H: 2.05862 3.13960 0.57562
H: -1.15990 3.54889 -1.52552

Atom charges from the Löwdin analysis, given in e for atoms 1 to 4:
1. H -0.06
2. O -0.10
3. O -0.03
4. C 0.11


(2)
ORCA calculation (the ωB97M-V functional and the def2-TZVPD basis) on C29H53N6OPb as an isolated structure in a non-equilibrium geometry.

The energy above the lowest of the compared OMol25 structures with the same formula, charge and spin is 640.6 kJ/mol. As for the net charge: +1. The electronic energy is -47153.65987 eV. As for the HOMO-LUMO gap: 2.635 eV. The value obtained for the largest force on an atom is 7.42 eV/Å. As for the HOMO energy: -8.3 eV. The value obtained for the lowest unoccupied orbital energy is -0.2074 Eh.

Geometry (Å):
C: 3.45838 -2.94277 -2.55267
H: -1.23925 -5.45182 -1.95778
H: -4.98894 4.13021 -7.11578
C: 2.65959 -6.29170 -4.37587
H: 2.86626 -4.18509 -4.71974
H: -5.73792 3.26243 -8.45936
C: 3.26192 -4.96481 -4.06890
C: -10.29343 0.47539 0.70449
C: 5.30920 7.60578 2.51759
H: 4.05134 9.30096 2.17524
N: -2.48695 1.99043 -5.55215
H: -2.80210 -0.20219 8.84475
H: 4.34216 -4.98721 -4.21262
H: 7.74390 1.60078 2.84130
N: -2.36619 0.39660 5.85636
H: 3.08559 8.66416 0.02604
H: 9.39622 0.90884 2.89208
C: -9.03612 1.25747 1.07238
H: -3.55630 2.24746 8.40062
H: -1.26847 -6.04491 -3.57818
H: 8.66564 1.65536 4.28558
C: -7.86026 0.74447 0.32454
H: 0.83013 -5.17145 -4.87358
C: -1.56758 3.02574 8.69541
C: 8.05505 -0.42957 3.79772
O: 1.24137 -4.30959 -0.94143
C: -5.96023 2.35931 -6.47046
Pb: -0.73781 0.66663 -0.03506
H: 5.56781 8.01818 3.49286
H: -3.82418 1.62779 -8.36129
H: 3.86138 -4.91616 -0.60874
H: 0.27612 -7.84896 -2.33317
H: -11.02858 1.36770 -1.06424
H: -6.97299 2.76115 -6.44017
C: 4.02204 -5.16496 -1.65773
H: 6.55482 -1.59725 4.79411
H: 3.31974 -2.59753 -1.52813
H: -1.11754 0.38795 8.80580
H: 3.03044 -7.11690 -3.76791
C: 5.53035 0.01503 4.06702
H: 3.19003 7.81980 2.50233
H: 3.85944 -6.24268 -1.67119
H: 1.91794 -7.28065 -1.89476
N: 1.59653 -4.74208 -2.24821
H: -1.08096 2.86625 7.73320
C: 0.86665 -7.00478 -1.97718
C: 3.29481 6.59893 0.20828
C: -2.13057 0.55482 8.43968
H: -2.73375 1.91592 9.98246
H: -10.31695 -0.52975 1.12546
H: 7.90213 -0.99155 2.87636
H: 8.81135 -0.86211 4.45273
C: 6.73346 -0.52781 4.68242
N: -6.99758 0.31460 -0.34417
H: -11.60453 -0.19252 -0.89925
C: 8.45323 1.01702 3.42795
C: 0.70044 -5.77627 -2.82935
H: 5.08985 -5.03386 -1.83294
H: 0.59233 -6.91805 -4.63585
C: -5.16793 3.14146 -7.53818
H: 4.48801 -2.77799 -2.87019
C: 3.05190 -4.45935 -2.60155
C: -2.23012 0.41889 6.97406
C: 1.16055 -6.04578 -4.31281
C: 4.02189 8.23803 1.93559
C: -0.72292 -5.37400 -2.91458
N: 4.58640 0.48884 3.60238
H: 2.94964 -6.64510 -5.36534
C: -3.74394 2.53315 -7.75964
C: -10.67996 0.37339 -0.78508
H: -11.10756 0.92703 1.27134
C: -3.07481 2.24790 -6.53291
H: 6.17323 7.83930 1.89549
H: 2.75799 -2.35642 -3.14745
H: -9.94611 -0.03760 -1.47836
H: -9.11170 2.27458 0.68786
C: 3.79535 7.94880 0.44150
H: -1.92763 4.04512 8.55642
N: 2.96047 5.51524 -0.00444
C: -2.64181 1.92183 8.89636
H: 5.17345 6.52460 2.54451
H: 6.79904 -0.03180 5.65082
H: -5.63387 2.41112 -5.43177
H: -0.87072 2.88971 9.52245
H: -8.83852 1.31682 2.14268
H: -0.82360 -4.37360 -3.33548
H: -3.14237 3.23544 -8.33671
H: 4.68609 8.17891 -0.14307
H: -5.87811 1.28363 -6.62628
H: 0.50925 -6.88433 -0.95452

Atom charges from the Löwdin analysis, given in e for atoms 1 to 4:
1. C -0.02
2. H 0.10
3. H 0.10
4. C -0.18


(3)
ORCA calculation (the ωB97M-V functional and the def2-TZVPD basis) on a 4-piece molecular cluster, C10H20Cl6O2S overall in a non-equilibrium geometry.

The energy above the lowest of the compared OMol25 structures with the same formula, charge and spin is 0.0 kJ/mol. The electronic energy is -100757.99998 eV. As for the HOMO-LUMO gap: 10.559 eV. The value obtained for the largest force on an atom is 3.10 eV/Å. As for the HOMO energy: -10.4 eV. The value obtained for the lowest unoccupied orbital energy is 0.0069 Eh. As for the structure (SMILES): O=S1(=O)CCCC1.ClCCCl.ClCCCl.ClCCCl.

Geometry (Å):
H: -4.34990 -1.80958 5.67661
S: -6.22628 -0.36543 6.29019
H: 1.29129 4.83823 -2.83138
H: -3.32635 -0.46694 4.03965
H: 0.27893 4.08359 -4.07963
H: -6.50186 1.52723 4.96995
Cl: 2.89702 -0.23896 1.15640
H: 1.40667 -1.15628 -0.77350
Cl: -2.33238 4.09384 -3.61512
C: -6.52946 0.46568 4.72406
H: -3.84848 -0.37010 6.71529
C: 0.34240 4.90316 -3.36383
H: -3.58890 0.99329 4.73678
H: -7.57160 0.29909 4.45150
Cl: 8.60353 -4.46357 -7.51956
H: -5.41266 0.90402 3.08071
H: 4.08074 -1.84563 -0.12947
H: -1.32571 5.53046 -1.97962
Cl: 7.60424 -1.27381 -5.08180
H: 6.57257 -3.18653 -6.94481
C: 1.92120 -2.08752 -0.53650
C: 3.09929 -1.82511 0.34428
O: -6.34288 0.62587 7.33670
H: 8.37249 -1.42546 -7.32113
C: -4.47267 -0.75133 5.90712
C: 7.58585 -3.34904 -6.57746
H: 3.21454 -2.47447 1.21212
C: -5.36094 0.11699 3.83304
H: 9.41696 -2.25272 -6.23783
C: -0.99835 4.64040 -2.51696
C: -4.09641 0.03509 4.62538
H: 7.45629 -3.71689 -5.55963
C: 8.36216 -2.06517 -6.43866
O: -7.03563 -1.60226 6.36870
H: 2.16552 -2.54275 -1.49627
H: -5.74165 -0.75386 3.29939
Cl: 0.85384 -3.32035 0.23777
H: -0.85971 3.80793 -1.82712
Cl: 0.39632 6.47889 -4.17535

Atom charges from the Löwdin analysis, given in e for atoms 1 to 4:
1. H 0.11
2. S 0.70
3. H 0.06
4. H 0.11


(4)
ORCA calculation (the ωB97M-V functional and the def2-TZVPD basis) on C14H48BO10V as an isolated structure in a non-equilibrium geometry.

The electronic energy is -62131.00615 eV. As for the HOMO-LUMO gap: 7.321 eV. The value obtained for the largest force on an atom is 3.43 eV/Å. As for the HOMO energy: -9.4 eV. The value obtained for the lowest unoccupied orbital energy is -0.0756 Eh.

Geometry (Å):
H: 4.59899 -2.23621 -0.86778
C: 4.81299 -1.96241 0.16304
C: -2.55061 1.20454 2.37804
O: 4.87248 -0.22091 1.81093
H: 1.08122 1.77294 0.92305
H: -0.70981 0.56523 -0.66044
H: 6.23465 0.52644 -0.29800
H: -3.18638 0.34989 2.62478
H: -1.39273 -2.72573 2.47125
H: 0.88936 -0.08688 -0.06471
O: 2.96970 -0.58494 3.81492
H: -3.53448 -1.41010 -3.63933
H: -2.00975 5.21524 -0.78504
H: -2.84012 0.46333 -2.02597
H: -2.83352 4.19638 -2.83421
C: 4.45207 -0.51695 0.48780
H: -5.19339 0.76585 -1.07475
O: -0.60127 2.95831 -1.54776
H: -2.51121 -3.70735 1.52678
H: 1.27231 3.50142 0.70107
C: 1.78442 2.54107 0.60671
O: 2.18895 0.09203 -2.49714
O: -1.20182 0.79713 2.23718
V: 0.80463 0.86082 -2.08741
C: 5.18429 0.35761 -0.54478
H: 2.54408 2.50524 1.39243
H: 2.10855 -2.56844 0.32870
H: -3.72389 -2.50365 -2.22897
C: -2.08236 4.29354 -0.21143
C: -3.47045 -0.38392 -1.74340
H: -0.40669 3.79857 -1.98083
H: -5.59951 -0.84224 -1.57497
H: 4.75037 1.34219 -0.72892
H: -2.90231 1.60954 1.42569
O: 0.31829 -3.35568 -0.26667
C: -1.97866 3.05429 -1.12325
H: -2.28523 -4.04708 3.27379
C: -2.84635 3.22132 -2.34982
H: 2.86391 3.00386 -0.98296
O: 2.21715 2.33875 -0.73385
C: 1.67732 -0.76468 3.24025
H: -3.06940 4.19651 0.25264
H: -1.08112 0.25777 1.43432
H: 3.59503 -0.57318 3.06860
H: 1.99726 -4.32725 0.34637
H: 5.16463 -0.12132 -1.52495
H: -3.85681 2.89460 -2.08714
H: 0.93895 -0.70860 4.03640
H: 0.10401 -2.42746 -0.45252
H: -0.32930 -4.44118 1.31222
C: 1.72785 -3.43499 -0.22218
C: -1.79739 -3.73481 2.35346
H: 3.38000 -0.31959 0.44432
H: -2.19033 -0.83348 -0.37116
H: -0.75726 -0.83399 0.47330
H: 4.25833 -2.65118 0.80847
H: 1.42974 0.11177 2.62596
H: 5.84269 -2.19862 0.44644
H: -1.40408 4.21939 0.63787
O: -0.78789 -4.71583 2.11758
C: -3.20351 -1.63228 -2.62217
H: -2.17380 2.16968 -0.52035
H: -0.08088 -1.02669 -1.29263
H: 5.78530 -0.51427 1.90754
H: 2.30222 -3.47966 -1.15302
O: -0.37412 0.61009 -3.15944
H: -5.19448 0.27403 -2.81177
O: -3.15522 -0.70795 -0.38241
H: -2.14403 -1.88366 -2.69709
H: 1.60052 -1.63802 2.59005
H: -2.65412 1.95010 3.16382
B: -0.15444 -0.37368 -0.37697
H: -2.56014 2.48646 -3.10775
C: -4.92339 -0.01107 -1.79187

Atom charges from the Löwdin analysis, given in e for atoms 1 to 4:
1. H 0.08
2. C -0.06
3. C -0.14
4. O -0.06